# 1
Here is a molecular structure, C29H46I2N4O2 from the OMol25 dataset. Energies are from ωB97M-V/def2-TZVPD.

As for the expectation value of S²: 2.0084. As for the spin multiplicity: 3. For the HOMO energy (spin up / spin down), the calculation gives -8.59 / -8.60 eV. The calculation puts the LUMO energy (spin up / spin down) at -0.56 / -0.56 eV. For the max |F|, the calculation gives 0.062 hartree/bohr.

Positions of all 83 atoms, in Å:
1 C 3.8322 -5.9989 -0.4724
2 C 3.7400 -6.6129 -1.9046
3 I 1.7130 -7.3377 -2.3235
4 C 4.3353 -5.6562 -3.0213
5 I 3.7030 -6.2806 -5.0238
6 C 4.0083 -4.1746 -2.7733
7 C 2.6617 -3.7577 -2.6531
8 C 2.3461 -2.3522 -2.4490
9 C 3.4076 -1.4470 -2.3467
10 C 4.8100 -1.8228 -2.4698
11 N 5.7418 -0.8284 -2.3601
12 C 6.9651 -1.3269 -2.5301
13 C 7.2882 -2.7120 -2.7897
14 N 6.3761 -3.6768 -2.8535
15 C 5.1009 -3.2069 -2.6898
16 H 4.6081 -5.2021 -0.4005
17 H 2.8810 -5.5163 -0.1717
18 H 4.1296 -6.8015 0.2352
19 H 4.3519 -7.5383 -1.8989
20 H 5.4262 -5.8419 -3.0194
21 H 1.8135 -4.4516 -2.7095
22 H 1.3206 -1.9629 -2.3494
23 H 3.1756 -0.3825 -2.1646
24 H 7.8072 -0.6128 -2.4719
25 H 8.3492 -2.9814 -2.9277
26 C 1.0501 2.7109 -3.9795
27 C -0.0546 1.6325 -3.7917
28 C -1.2721 1.9363 -4.6857
29 C -2.1929 3.0284 -4.1536
30 C -2.5818 2.7352 -2.7085
31 C -1.3588 2.5464 -1.8047
32 N -0.4032 1.5297 -2.3434
33 O -0.9200 0.3402 -2.1323
34 C -0.6651 3.9136 -1.6290
35 C -1.8314 2.1882 -0.3903
36 C 0.5789 0.3471 -4.3425
37 H 1.2883 3.2430 -3.0602
38 H 2.0007 2.2685 -4.2814
39 H 0.7793 3.4532 -4.7327
40 H -1.8698 1.0258 -4.8042
41 H -0.9352 2.2051 -5.6898
42 H -1.7131 4.0075 -4.2404
43 H -3.0934 3.0753 -4.7710
44 H -3.2038 3.5511 -2.3309
45 H -3.2096 1.8380 -2.6852
46 H 0.2411 3.8182 -1.0262
47 H -1.3255 4.6111 -1.1102
48 H -0.4041 4.3953 -2.5699
49 H -2.4613 1.2989 -0.3702
50 H -2.4275 2.9984 0.0323
51 H -0.9837 2.0227 0.2780
52 H 1.4202 0.0262 -3.7266
53 H 0.9521 0.5121 -5.3547
54 H -0.1324 -0.4775 -4.4052
55 C -2.1918 1.8928 6.8316
56 C -2.8451 2.2891 5.4771
57 C -4.3598 2.0078 5.4976
58 C -4.7370 0.5453 5.2956
59 C -4.0525 -0.0107 4.0525
60 C -2.5320 0.1730 4.0953
61 N -2.1357 1.5905 4.3634
62 O -2.3326 2.2762 3.2614
63 C -1.9548 -0.7716 5.1706
64 C -1.9284 -0.3464 2.7837
65 C -2.6885 3.8171 5.4181
66 H -1.4237 1.1286 6.7280
67 H -1.6671 2.7328 7.2890
68 H -2.9256 1.5310 7.5542
69 H -4.8459 2.5890 4.7062
70 H -4.7890 2.3650 6.4368
71 H -4.4784 -0.0411 6.1820
72 H -5.8208 0.4631 5.1823
73 H -4.2987 -1.0711 3.9507
74 H -4.4670 0.4844 3.1678
75 H -0.8743 -0.6412 5.2670
76 H -2.1306 -1.8135 4.8956
77 H -2.4064 -0.6433 6.1528
78 H -2.3480 0.1432 1.9055
79 H -2.1276 -1.4134 2.6702
80 H -0.8447 -0.2097 2.7679
81 H -1.6379 4.1055 5.3413
82 H -3.0935 4.2689 6.3253
83 H -3.2264 4.2603 4.5796

# 2
Here is 7 unconnected molecules or ions with the total composition C17H40BBr12O2Si from the OMol25 dataset. Energies are from ωB97M-V/def2-TZVPD.

As for the net charge: -1. For the HOMO energy, the calculation gives -3.98 eV. The calculation puts the LUMO energy at 1.71 eV. For the max |F|, the calculation gives 0.007 hartree/bohr.

Positions of all 73 atoms, in Å:
1 C -1.8972 -4.1641 -3.4544
2 Si -0.7121 -3.4914 -2.1712
3 C 1.0242 -4.0055 -2.6304
4 C -1.1214 -4.2828 -0.5065
5 O -0.8963 -1.8735 -2.1095
6 C -0.1962 -1.1411 -1.0572
7 C 0.2743 0.2273 -1.4894
8 B 1.4889 0.8193 -0.5080
9 O 1.8539 -0.1938 0.5636
10 H -1.4952 -5.1148 -3.8203
11 H -2.8822 -4.3679 -3.0275
12 H -2.0210 -3.4937 -4.3065
13 H 1.0654 -5.0991 -2.5996
14 H 1.7483 -3.6193 -1.9090
15 H 1.3094 -3.6496 -3.6221
16 H -1.6229 -3.5514 0.1324
17 H -0.2149 -4.6054 0.0144
18 H -1.7867 -5.1420 -0.6296
19 H -0.8988 -1.0686 -0.2201
20 H 0.6596 -1.7239 -0.7023
21 H -0.5850 0.9094 -1.5108
22 H 0.6203 0.1421 -2.5270
23 H 1.1249 1.8855 0.0413
24 H 2.4908 1.0833 -1.1994
25 H 1.8068 0.2744 1.4026
26 Br 1.7509 4.5690 -0.7273
27 C 2.5187 5.4864 -2.2538
28 C 2.4391 4.6636 -3.5137
29 Br 3.7856 3.2705 -3.5740
30 H 3.5452 5.7369 -2.0021
31 H 1.9391 6.4008 -2.3782
32 H 2.6277 5.2973 -4.3779
33 H 1.4739 4.1757 -3.6139
34 Br -2.9691 -7.9101 -1.4714
35 C -1.6950 -8.7591 -0.2725
36 C -0.4879 -7.8993 -0.0150
37 Br 0.6881 -7.7574 -1.5506
38 H -1.4334 -9.7099 -0.7262
39 H -2.2270 -8.9100 0.6634
40 H 0.1019 -8.3260 0.7926
41 H -0.7633 -6.8783 0.2316
42 Br -3.2232 4.6158 0.5306
43 C -1.6343 5.7332 0.5617
44 C -1.8155 6.9977 -0.2342
45 Br -1.7685 6.6777 -2.1515
46 H -0.8119 5.1398 0.1772
47 H -1.4560 5.9750 1.6071
48 H -1.0005 7.6904 -0.0331
49 H -2.7679 7.4764 -0.0262
50 Br -0.0841 -8.4611 3.7926
51 C -1.6223 -7.3062 4.0645
52 C -2.8289 -8.0802 4.5300
53 Br -3.6056 -9.1430 3.1021
54 H -1.8023 -6.7995 3.1209
55 H -1.3263 -6.5795 4.8171
56 H -3.6097 -7.3985 4.8587
57 H -2.5807 -8.7720 5.3288
58 Br -0.9604 10.5747 1.1124
59 C -0.3760 11.6479 -0.3968
60 C -0.4791 10.9119 -1.7068
61 Br 0.8887 9.5551 -1.9078
62 H 0.6460 11.9451 -0.1830
63 H -1.0207 12.5236 -0.4081
64 H -0.3392 11.6085 -2.5305
65 H -1.4330 10.4035 -1.8166
66 Br 1.1349 -0.0835 5.4406
67 C 2.8986 -0.1357 4.6226
68 C 3.5302 1.2323 4.5495
69 Br 2.7422 2.3094 3.1496
70 H 2.7693 -0.5722 3.6357
71 H 3.4940 -0.7971 5.2477
72 H 4.5836 1.1317 4.2962
73 H 3.4271 1.7752 5.4844

# 3
Here is 2 unconnected molecules or ions with the total composition C26H34N5O from the OMol25 dataset. Energies are from ωB97M-V/def2-TZVPD.

For the energy above the lowest of the compared OMol25 structures with the same formula, charge and spin, the calculation gives 40.84 kcal/mol. As for the net charge: +1. For the HOMO energy, the calculation gives -9.18 eV. The calculation puts the LUMO energy at -5.09 eV. For the max |F|, the calculation gives 0.070 hartree/bohr.

Positions of all 66 atoms, in Å:
1 C -2.2284 4.7133 0.5181
2 N -1.9914 3.2934 0.5886
3 C -3.0129 2.4114 0.7679
4 O -4.1947 2.7147 0.8995
5 C -2.4102 1.0104 0.7707
6 C -3.0456 0.1138 -0.2852
7 C -4.5331 -0.0748 -0.0635
8 C -5.4443 0.2171 -1.0847
9 C -6.8131 0.0061 -0.8938
10 C -7.2728 -0.4591 0.3495
11 C -6.3686 -0.6838 1.4029
12 C -4.9984 -0.5032 1.1827
13 N -0.9855 1.2771 0.5493
14 C -0.0386 0.3224 0.4809
15 C 1.3262 0.5764 0.2901
16 C 2.3376 -0.3785 0.3289
17 C 3.7394 -0.0213 0.3457
18 C 4.6808 -0.8699 0.9984
19 C 6.0456 -0.6579 0.8659
20 C 6.5267 0.5355 0.3142
21 C 7.9468 0.7699 0.3012
22 N 9.1102 0.9114 0.3128
23 C 5.6077 1.4670 -0.1957
24 C 4.2484 1.1749 -0.2465
25 C -0.6707 2.7040 0.4615
26 C -0.1255 3.0831 -0.9226
27 C 0.1786 3.1803 1.6463
28 H -3.3022 4.8972 0.6252
29 H -1.6747 5.2374 1.3073
30 H -1.8771 5.1145 -0.4407
31 H -2.5379 0.5611 1.7689
32 H -2.8636 0.5716 -1.2700
33 H -2.5322 -0.8622 -0.2768
34 H -5.0686 0.6241 -2.0247
35 H -7.5165 0.2223 -1.7066
36 H -8.3404 -0.6425 0.4997
37 H -6.7252 -0.9813 2.3957
38 H -4.2848 -0.6855 1.9884
39 H -0.4084 -0.6990 0.6124
40 H 1.6837 1.6049 0.1674
41 H 2.0475 -1.4237 0.4412
42 H 4.3251 -1.7079 1.6131
43 H 6.7471 -1.4275 1.2004
44 H 5.9841 2.4126 -0.5804
45 H 3.5724 1.8716 -0.7539
46 H -0.9156 2.8681 -1.6609
47 H 0.1251 4.1522 -0.9410
48 H 0.7543 2.5001 -1.1918
49 H -0.4709 3.1763 2.5357
50 H 1.0173 2.5074 1.8224
51 H 0.5445 4.1992 1.4629
52 C 3.2787 -3.4770 -0.3998
53 N 2.2602 -3.1796 -1.3802
54 N 1.1037 -3.8755 -1.3953
55 C 0.5797 -4.4049 -2.6391
56 C 0.7169 -4.5999 -0.2091
57 H 3.9795 -4.2723 -0.6904
58 H 3.8082 -2.5540 -0.1786
59 H 2.8146 -3.7765 0.5398
60 H 2.5121 -2.7919 -2.2891
61 H -0.5105 -4.4925 -2.5116
62 H 0.8098 -3.7601 -3.4947
63 H 0.9600 -5.4185 -2.8617
64 H -0.3545 -4.8065 -0.3355
65 H 1.2672 -5.5535 -0.0994
66 H 0.8769 -3.9619 0.6675

# 4
Here is a gas-phase ion, C3H3FNO2 (charge -1) from the OMol25 dataset. Energies are from ωB97M-V/def2-TZVPD.

Its SMILES is O=C([O-])N/C=C\F. For the energy above the lowest of the compared OMol25 structures with the same formula, charge and spin, the calculation gives 12.82 kcal/mol. As for the net charge: -1. For the HOMO energy, the calculation gives -3.65 eV. The calculation puts the LUMO energy at 4.03 eV. For the max |F|, the calculation gives 0.069 hartree/bohr.

Positions of all 10 atoms, in Å:
1 C -0.1727 -0.2707 -0.4094
2 C -2.9663 -0.1127 -0.1330
3 C 0.5256 -1.3493 -0.0280
4 N -1.4273 0.1259 -0.7032
5 O -3.2298 0.7642 0.6548
6 O -3.6192 -0.9701 -0.6144
7 F 0.1257 -2.5932 0.6063
8 H 0.4906 0.4202 -0.8198
9 H 1.6786 -1.3842 -0.1488
10 H -1.4420 1.0835 -0.9344